[1]
This record from OMol25 describes C31H39N5O5 in the gas phase in a non-equilibrium geometry. The level of theory is ωB97M-V/def2-TZVPD.

The geometry in XYZ format:
```
80
Properties=species:S:1:pos:R:3:forces:R:3:nbo_charge:R:1
C 1.923919 1.333721 1.000095 -0.144 -0.175 0.014 -0.606
H 2.644484 1.822742 1.652082 0.086 0.064 0.061 0.206
H 1.340456 2.087527 0.480662 -0.048 0.083 -0.030 0.232
H 2.451810 0.742638 0.258184 0.129 -0.020 -0.098 0.225
C 0.995638 0.431069 1.813592 -0.068 0.114 -0.099 -0.148
N 0.227032 1.182368 2.776944 0.556 -0.075 -0.046 -0.612
C -1.122030 1.118532 2.806608 -0.108 0.301 0.299 0.715
O -1.762755 0.572165 1.926942 -0.256 -0.171 -0.194 -0.652
C -1.771989 1.802597 4.010041 -0.072 -0.212 -0.300 -0.137
C -3.293569 1.781231 3.833893 0.016 -0.014 0.022 -0.387
C -3.968914 2.433612 5.036735 -0.230 0.017 -0.006 -0.222
C -3.601550 1.668430 6.307030 0.020 0.024 -0.031 -0.401
C -2.085211 1.694447 6.490333 0.061 -0.135 0.248 -0.207
C -1.609923 3.141718 6.611487 -0.017 -0.021 -0.037 -0.405
C -1.985084 3.907961 5.343505 0.088 0.271 0.038 -0.207
C -3.501206 3.882617 5.160230 0.015 -0.038 0.005 -0.402
H -3.776289 4.439851 4.261968 -0.042 0.060 -0.027 0.205
H -3.986866 4.361173 6.014022 -0.035 0.058 0.017 0.204
C -1.307173 3.258494 4.136464 -0.051 0.058 0.118 -0.397
H -0.223577 3.310956 4.260778 0.056 0.026 -0.031 0.201
H -1.564913 3.802781 3.225064 0.048 0.024 -0.073 0.214
H -1.644509 4.946372 5.430668 -0.013 -0.077 -0.021 0.210
H -2.074284 3.613024 7.480822 0.014 0.030 0.057 0.206
H -0.527165 3.167277 6.756640 0.057 0.022 0.044 0.203
C -1.410372 1.033378 5.288651 -0.038 0.053 0.125 -0.400
H -0.328322 1.017508 5.438794 0.058 -0.043 -0.002 0.208
H -1.745936 -0.002405 5.195976 0.037 -0.067 -0.023 0.214
H -1.816546 1.144817 7.399851 -0.009 0.028 -0.072 0.210
H -3.949069 0.635593 6.232303 -0.045 -0.053 0.031 0.205
H -4.088562 2.124531 7.172331 -0.040 -0.016 0.053 0.203
H -5.055613 2.410791 4.897825 0.072 -0.007 -0.008 0.211
H -3.628776 0.748699 3.722065 -0.013 -0.007 -0.056 0.221
H -3.557877 2.309566 2.915984 -0.025 -0.031 -0.053 0.217
H 0.738256 1.478195 3.594626 -0.144 -0.014 0.029 0.409
C 1.815354 -0.618551 2.552126 -0.318 0.133 -0.107 0.668
O 2.124289 -0.520670 3.724511 0.049 0.080 0.077 -0.622
N 2.198083 -1.690053 1.815486 0.693 -0.917 0.501 -0.437
N 1.871015 -1.857929 0.515702 0.148 -0.098 -0.614 -0.278
C 2.229470 -2.949935 -0.064125 0.085 0.532 1.129 0.065
C 2.002177 -3.282870 -1.420536 -0.275 -0.149 -1.014 -0.186
C 1.156355 -2.785980 -2.400418 -0.096 -0.323 0.713 0.226
N -0.006721 -2.112931 -2.290912 0.316 0.189 -0.075 -0.387
C -0.944674 -2.010886 -3.391205 -0.610 0.090 -0.303 -0.247
H -0.717701 -2.761549 -4.150777 -0.056 0.105 0.074 0.223
C -2.367236 -2.220640 -2.869090 0.137 -0.219 -0.238 -0.072
H -3.078830 -2.183749 -3.698721 0.122 -0.073 0.024 0.196
O -2.753058 -1.216863 -1.962821 -0.125 0.050 0.005 -0.529
C -1.668483 -0.724546 -1.186241 0.131 0.024 0.222 -0.084
H -1.244564 0.167441 -1.668983 -0.008 -0.038 0.051 0.167
C -0.570510 -1.762194 -1.004826 -0.247 0.308 0.326 -0.273
H -0.975537 -2.654048 -0.507805 0.050 -0.021 0.035 0.187
H 0.227812 -1.366026 -0.373241 -0.407 -0.042 -0.153 0.261
H -2.076087 -0.428478 -0.216722 0.168 -0.021 -0.107 0.238
H -2.440054 -3.213464 -2.397045 -0.001 0.086 -0.082 0.162
H -0.891664 -1.019907 -3.857544 -0.049 -0.118 -0.034 0.200
C 1.683640 -3.239495 -3.695972 0.215 -0.040 -0.802 0.023
C 1.788786 -2.578214 -4.859699 0.017 -0.502 0.362 -0.231
C 1.446734 -1.195146 -5.144441 -0.083 0.650 -0.222 -0.065
C 1.504162 -0.207006 -4.160997 0.105 0.198 -0.025 -0.194
C 1.223242 1.109411 -4.489694 -0.097 -0.928 -0.979 0.080
C 0.893015 1.485406 -5.787121 0.027 0.114 0.271 -0.206
C 0.855032 0.510394 -6.767272 -0.015 0.020 0.047 -0.209
C 1.135357 -0.807290 -6.452667 0.013 -0.081 0.250 -0.158
H 1.106451 -1.558731 -7.228180 0.014 -0.089 -0.082 0.215
H 0.607723 0.780237 -7.782355 -0.026 0.037 -0.077 0.224
H 0.678745 2.520050 -6.003270 0.004 0.037 -0.014 0.249
N 1.276868 2.112556 -3.455966 0.004 0.453 0.391 0.518
O 1.393427 1.733703 -2.309205 0.034 -0.051 0.309 -0.382
O 1.197197 3.274548 -3.792804 -0.016 0.243 -0.023 -0.372
H 1.784555 -0.446499 -3.147097 0.009 0.019 0.020 0.255
H 2.231066 -3.111238 -5.692860 0.113 -0.093 0.001 0.213
C 2.371345 -4.547344 -3.433170 0.015 -0.101 0.043 -0.405
H 1.644335 -5.363185 -3.414466 -0.024 -0.014 0.040 0.214
C 2.938341 -4.313043 -2.029537 0.074 0.110 0.010 -0.393
H 3.956895 -3.920737 -2.099005 0.102 -0.060 -0.022 0.199
H 2.971351 -5.222483 -1.427090 0.042 -0.017 0.003 0.208
H 3.134876 -4.781536 -4.172442 -0.028 0.016 -0.041 0.215
H 2.848972 -3.672074 0.485944 -0.095 0.042 0.067 0.157
H 2.743598 -2.412989 2.293715 -0.183 0.315 -0.062 0.375
H 0.274943 -0.053478 1.151031 0.159 0.088 0.154 0.254
```
Forces are in eV/Å.

As for the structure (SMILES): C[C@H](NC(=O)[C@]12C[C@H]3C[C@H](C[C@H](C3)C1)C2)C(=O)N/N=C/C1=C(N2CCOCC2)C(=C\c2cccc([N+](=O)[O-])c2)/CC1. The value obtained for the relative energy (zero: lowest compared OMol25 entry of this formula, charge and spin) is 49.7 kJ/mol. The calculation puts the orbital gap at 0.24821 hartree. Its HOMO energy is -7.332 eV. As for the LUMO energy: -0.02122 Ha. As for the spin multiplicity: 1. Its total charge is 0.

=====

[2]
This record from OMol25 describes C12H15N3O3S in the gas phase in a non-equilibrium geometry. The level of theory is ωB97M-V/def2-TZVPD.

The geometry in XYZ format:
```
34
Properties=species:S:1:pos:R:3:forces:R:3:nbo_charge:R:1
O 4.610198 1.507414 -1.906725 -0.011 -0.080 -0.258 -0.591
C 4.348277 1.845691 -0.786614 -0.122 -0.136 -0.002 0.798
O 4.973523 2.842423 -0.157056 0.201 0.447 0.454 -0.678
H 5.654055 3.235175 -0.726957 -0.156 -0.254 -0.106 0.501
C 3.303820 1.203471 0.099230 0.014 -0.045 -0.086 -0.527
H 3.814566 0.477815 0.741367 0.020 0.059 -0.023 0.269
C 2.255097 0.461232 -0.721131 0.117 0.274 -0.193 -0.435
C 1.532592 -0.579756 0.125747 0.304 0.146 -0.131 0.687
O 2.092095 -1.431847 0.768536 0.124 -0.117 0.071 -0.576
N 0.191095 -0.402937 0.067247 -0.820 -0.192 0.005 -0.645
C -0.321395 0.659119 -0.677490 -0.268 -0.354 0.243 0.242
N -1.539850 0.936884 -0.853997 0.939 1.581 -0.354 -0.303
N -2.526020 0.171213 -0.405367 -0.765 -1.386 -0.055 -0.263
C -2.994421 0.216451 0.764045 0.283 0.466 0.255 0.094
C -4.088093 -0.699827 1.207613 -0.231 -0.221 0.063 -0.270
C -4.394627 -1.789879 0.179783 0.121 0.108 -0.062 -0.394
C -3.162682 -2.649183 -0.115617 -0.121 -0.027 -0.061 -0.456
C -2.294561 -2.859252 1.084757 0.092 -0.180 -0.294 -0.193
C -2.504889 -2.294728 2.263378 0.029 0.058 0.333 -0.208
C -3.647402 -1.358845 2.522302 -0.104 0.104 -0.130 -0.435
H -4.485486 -1.913679 2.954634 -0.021 0.093 0.055 0.223
H -3.352162 -0.599920 3.251040 -0.036 -0.014 0.031 0.212
H -1.848591 -2.500067 3.097844 0.141 -0.116 0.027 0.211
H -1.451181 -3.522808 0.940893 0.133 -0.078 0.116 0.210
H -2.566592 -2.178853 -0.902642 -0.049 -0.125 0.002 0.233
H -3.477512 -3.623304 -0.499518 0.021 -0.001 -0.028 0.220
H -4.748687 -1.334023 -0.744518 -0.067 -0.047 -0.015 0.226
H -5.192634 -2.417934 0.579851 -0.058 0.024 -0.009 0.206
H -4.989214 -0.101517 1.390315 0.061 -0.023 0.010 0.225
H -2.594411 0.895407 1.525956 0.076 0.145 -0.094 0.162
S 0.980681 1.573920 -1.416670 0.185 0.017 -0.041 0.289
H -0.441218 -1.037098 0.545075 0.070 0.009 0.055 0.442
H 2.759606 -0.036531 -1.556683 -0.107 -0.054 0.203 0.277
H 2.855121 1.967039 0.735603 0.007 -0.084 0.021 0.245
```
Forces are in eV/Å.

As for the structure (SMILES): O=C(O)C[C@@H]1S/C(=N/N=C/[C@@H]2CC=CCC2)NC1=O. The value obtained for the relative energy (zero: lowest compared OMol25 entry of this formula, charge and spin) is 223.0 kJ/mol. The calculation puts the orbital gap at 0.33824 hartree. Its HOMO energy is -8.607 eV. As for the LUMO energy: 0.02193 Ha. As for the spin multiplicity: 1. Its total charge is 0.